# C4H5Cl2F4N3O

A cluster of 2 separate species, C4H5Cl2F4N3O in total in a non-equilibrium geometry (ωB97M-V with the def2-TZVPD basis set, OMol25).

XYZ file:
```
19
C4H5Cl2F4N3O ωB97M-V with the def2-TZVPD basis set
C -1.45120 0.43691 0.49909
C -2.71892 0.71614 -0.30696
C 0.63313 -0.83248 0.37552
C 1.93861 -0.10238 -0.11380
N -0.58560 -0.44757 -0.15514
N 0.87688 -2.26165 0.22471
N 1.55461 1.88451 0.66246
O -1.13651 0.91763 1.58358
F -0.24657 -3.09485 0.47139
F 1.19455 -2.63543 -1.07971
F 2.65896 2.50183 0.23079
F 0.68864 2.32950 -0.28565
Cl 2.03760 -0.01956 -1.74595
Cl 3.40324 -0.60633 0.69062
H -3.24435 1.37272 0.22926
H -2.49261 1.23293 -1.22608
H -3.09743 -0.23827 -0.38030
H 0.70126 -0.69810 1.44469
H -0.71431 -0.45555 -1.11851
```

The value obtained for the energy above the lowest of the compared OMol25 structures with the same formula, charge and spin is 0.0 kJ/mol. The calculation puts the gap between HOMO and LUMO (alpha / beta) at 9.0307 / 8.7665 eV. As for the total energy: -1714.435735 a.u. The strongest force on any atom is 0.0780 Eh/bohr. The spin multiplicity is 1.